DFT (the ωB97M-V functional and the def2-TZVPD basis) results for C54H114N6O18 as an isolated structure at a distorted geometry.

Each line ends with the Löwdin charge.
CARTESIAN COORDINATES (ANGSTROEM)
C (-28.81360, -12.54432, -1.46176)  -0.07
C (-28.04597, -13.69698, -2.20499)  -0.22
C (-28.82339, -14.98826, -2.42185)  -0.11
N (-27.93915, -16.29466, -2.33338)  -0.23
C (-27.30834, -16.54125, -0.92907)  0.09
C (-28.84649, -17.45488, -2.73190)  -0.12
C (-28.02816, -18.56314, -3.39535)  -0.13
C (-26.78871, -17.80734, -3.89833)  -0.11
C (-26.90949, -16.27964, -3.42645)  -0.06
H (-29.77961, -12.39114, -1.94288)  0.07
H (-28.21756, -11.68034, -1.75565)  0.07
H (-28.85388, -12.54608, -0.37250)  0.08
H (-27.16039, -13.88115, -1.59678)  0.10
H (-27.53601, -13.55339, -3.15758)  0.12
H (-29.30344, -14.90911, -3.39722)  0.13
H (-29.54371, -15.07563, -1.60845)  0.12
H (-26.54236, -15.76984, -0.84971)  0.09
H (-27.07257, -17.60544, -0.93463)  0.09
H (-28.09988, -16.21299, -0.25541)  0.10
H (-29.38916, -17.74809, -1.83322)  0.12
H (-29.72103, -17.17715, -3.32026)  0.13
H (-27.70697, -19.37979, -2.74880)  0.08
H (-28.62229, -18.92672, -4.23376)  0.11
H (-25.89600, -18.19155, -3.40484)  0.10
H (-26.58970, -17.87732, -4.96772)  0.11
H (-26.03166, -15.71373, -3.11460)  0.13
H (-27.30382, -15.78909, -4.31637)  0.13
C (-25.24294, -19.88918, 1.08004)  -0.07
C (-26.54577, -20.27200, 0.41779)  -0.25
C (-26.68470, -21.76658, 0.06612)  -0.08
N (-28.18895, -22.34240, -0.15265)  -0.20
C (-29.07091, -21.44595, -1.16027)  0.11
C (-28.86311, -22.40904, 1.25285)  -0.12
C (-29.93799, -23.43072, 1.12463)  -0.17
C (-29.45179, -24.30977, -0.03456)  -0.12
C (-28.05110, -23.80921, -0.52129)  -0.06
H (-25.27113, -18.93379, 1.60400)  0.09
H (-24.51786, -19.70383, 0.28759)  0.08
H (-25.04013, -20.74823, 1.71958)  0.07
H (-26.69400, -19.69863, -0.49729)  0.07
H (-27.48468, -19.95301, 0.87033)  0.10
H (-26.19600, -22.34115, 0.85299)  0.11
H (-26.25669, -21.93364, -0.92230)  0.10
H (-28.93337, -20.38929, -0.93086)  0.07
H (-30.04045, -21.92684, -1.03051)  0.10
H (-28.52429, -21.60833, -2.08922)  0.09
H (-29.17215, -21.38669, 1.47055)  0.13
H (-28.14038, -22.80038, 1.96881)  0.13
H (-30.89964, -22.94794, 0.95064)  0.11
H (-30.04984, -23.98166, 2.05847)  0.12
H (-30.17186, -24.30288, -0.85281)  0.10
H (-29.42515, -25.31542, 0.38506)  0.12
H (-28.00376, -23.94439, -1.60184)  0.13
H (-27.17439, -24.12134, 0.04621)  0.12
C (-22.08096, -21.09560, -8.44684)  -0.14
C (-22.37828, -20.38569, -7.18131)  -0.23
C (-22.27288, -18.82901, -7.36079)  -0.05
N (-22.38036, -17.99715, -6.02430)  -0.19
C (-23.82925, -18.13324, -5.39147)  0.07
C (-21.92465, -16.54941, -6.21150)  -0.10
C (-20.45222, -16.53392, -6.30424)  -0.16
C (-20.06353, -17.67491, -5.42241)  -0.17
C (-21.34087, -18.35223, -5.04079)  -0.16
H (-22.85143, -20.88454, -9.18841)  0.08
H (-21.99353, -22.18182, -8.42302)  0.07
H (-21.13284, -20.77654, -8.87971)  0.08
H (-21.84522, -20.82564, -6.33846)  0.11
H (-23.41323, -20.67423, -6.99773)  0.09
H (-22.98815, -18.35503, -8.03297)  0.13
H (-21.32694, -18.61692, -7.85910)  0.12
H (-23.96215, -19.11587, -4.93882)  0.08
H (-24.54423, -17.94563, -6.19253)  0.08
H (-23.92404, -17.20491, -4.82819)  0.08
H (-22.28939, -15.93200, -5.39060)  0.13
H (-22.45704, -16.33226, -7.13752)  0.14
H (-19.99914, -15.63396, -5.88844)  0.13
H (-20.13338, -16.71860, -7.33007)  0.11
H (-19.75014, -17.29047, -4.45179)  0.12
H (-19.26693, -18.34744, -5.74060)  0.12
H (-21.65851, -17.74934, -4.19007)  0.11
H (-21.19312, -19.36059, -4.65416)  0.14
C (-26.56110, -29.54217, -6.76643)  -0.03
C (-25.65231, -28.26807, -6.66432)  -0.22
C (-25.71198, -27.35015, -7.85236)  -0.10
N (-25.04991, -25.95492, -7.47591)  -0.17
C (-23.62992, -26.09925, -6.81628)  0.02
C (-25.05458, -24.99208, -8.68247)  -0.11
C (-25.32476, -23.55227, -8.27659)  -0.13
C (-25.45944, -23.60944, -6.71940)  -0.13
C (-25.86095, -25.07756, -6.39173)  -0.04
H (-27.10095, -29.40426, -7.70326)  0.07
H (-27.12380, -29.57675, -5.83355)  0.08
H (-26.08698, -30.51362, -6.90633)  0.07
H (-24.60178, -28.46286, -6.44863)  0.10
H (-25.83391, -27.61271, -5.81247)  0.10
H (-26.72317, -26.98438, -8.03068)  0.13
H (-25.25257, -27.71011, -8.77294)  0.14
H (-22.94701, -26.70363, -7.41331)  0.11
H (-23.61819, -26.47882, -5.79458)  0.09
H (-23.14349, -25.13637, -6.66023)  0.10
H (-24.05090, -24.97259, -9.10717)  0.13
H (-25.77959, -25.30118, -9.43541)  0.12
H (-24.71258, -22.75903, -8.70569)  0.11
H (-26.29082, -23.31402, -8.72163)  0.10
H (-24.55794, -23.20735, -6.25709)  0.11
H (-26.28233, -22.97762, -6.38512)  0.10
H (-25.58978, -25.43317, -5.39769)  0.12
H (-26.94548, -25.08262, -6.50059)  0.13
C (-29.00102, -20.45602, -7.05728)  -0.05
C (-29.60180, -21.02140, -8.32912)  -0.24
C (-30.33769, -22.31149, -8.02616)  -0.16
N (-30.85014, -23.21994, -9.12729)  -0.25
C (-29.65596, -23.66934, -9.96661)  0.04
C (-31.87404, -22.57236, -10.07886)  -0.06
C (-32.64110, -23.82628, -10.64217)  -0.14
C (-32.81460, -24.67810, -9.34304)  -0.13
C (-31.56729, -24.39222, -8.51907)  -0.11
H (-29.78157, -20.49528, -6.29749)  0.08
H (-28.69372, -19.44129, -7.31027)  0.09
H (-28.24683, -21.21636, -6.85438)  0.07
H (-28.97182, -21.09185, -9.21583)  0.10
H (-30.38904, -20.42031, -8.78413)  0.11
H (-31.20311, -22.05459, -7.41531)  0.12
H (-29.76945, -23.01287, -7.41521)  0.11
H (-30.07871, -24.38895, -10.66770)  0.10
H (-28.92986, -24.20354, -9.35382)  0.10
H (-29.26946, -22.76187, -10.43053)  0.10
H (-31.59576, -21.76805, -10.75986)  0.14
H (-32.58348, -22.25955, -9.31273)  0.13
H (-32.11710, -24.36214, -11.43360)  0.10
H (-33.58180, -23.48306, -11.07273)  0.11
H (-32.70732, -25.74230, -9.55297)  0.12
H (-33.72270, -24.34949, -8.83759)  0.12
H (-30.89262, -25.23359, -8.36086)  0.14
H (-31.90184, -24.18636, -7.50231)  0.13
C (-21.70858, -20.84598, 0.62065)  -0.07
C (-22.60899, -21.92352, -0.07530)  -0.21
C (-21.93308, -23.28583, -0.14508)  -0.08
N (-22.53738, -24.23052, -1.27248)  -0.19
C (-22.13328, -23.50723, -2.61541)  0.05
C (-21.93660, -25.62599, -1.21199)  -0.11
C (-22.95867, -26.40835, -2.01563)  -0.18
C (-24.37976, -25.91084, -1.71425)  -0.12
C (-24.11050, -24.40868, -1.33322)  -0.05
H (-21.90245, -19.81940, 0.30975)  0.07
H (-20.64534, -20.90525, 0.38810)  0.07
H (-21.92542, -20.89798, 1.68760)  0.07
H (-22.70314, -21.44611, -1.05066)  0.09
H (-23.64394, -21.96616, 0.26404)  0.08
H (-22.14615, -23.88241, 0.74193)  0.12
H (-20.86065, -23.27904, -0.33989)  0.14
H (-22.56522, -22.51183, -2.71889)  0.08
H (-22.51358, -24.10623, -3.44286)  0.08
H (-21.04770, -23.51518, -2.71324)  0.11
H (-20.99737, -25.79598, -1.73835)  0.14
H (-21.83723, -26.04142, -0.20916)  0.14
H (-22.88432, -26.29009, -3.09664)  0.09
H (-22.79935, -27.44667, -1.72473)  0.12
H (-25.09459, -26.12491, -2.50879)  0.09
H (-24.75131, -26.34235, -0.78482)  0.11
H (-24.63422, -23.64620, -1.90980)  0.09
H (-24.41745, -24.15739, -0.31797)  0.10
O (-28.22436, -16.53971, -8.12738)  0.06
C (-26.93153, -16.29979, -8.08621)  -0.97
O (-26.65036, -15.09097, -8.10772)  -0.07
O (-26.01375, -17.10471, -8.12250)  -0.05
H (-28.44746, -15.61775, -7.97970)  0.09
O (-19.82991, -18.82474, -1.81619)  0.05
C (-18.80033, -19.51662, -2.34057)  -0.95
O (-18.09249, -19.03415, -3.21830)  -0.03
O (-18.62144, -20.58683, -1.79877)  -0.05
H (-20.09465, -19.46290, -1.14965)  0.05
O (-28.40129, -27.37393, -3.80839)  0.07
C (-27.81505, -28.12283, -2.90745)  -0.94
O (-27.16571, -27.60526, -2.00004)  -0.06
O (-28.11615, -29.33890, -2.81915)  -0.07
H (-28.17616, -26.52594, -3.41870)  0.08
O (-23.58259, -17.11338, -1.21718)  0.13
C (-23.41190, -16.02401, -1.86991)  -0.99
O (-23.83018, -14.93246, -1.34341)  -0.09
O (-22.85677, -16.03837, -2.92822)  0.03
H (-22.97857, -17.20867, -1.95723)  0.03
O (-25.82152, -20.62938, -4.70745)  0.07
C (-25.39882, -21.33665, -3.65627)  -0.92
O (-24.54058, -20.84269, -2.87179)  -0.04
O (-25.94042, -22.38185, -3.43580)  -0.01
H (-26.50798, -21.28927, -4.82963)  0.07
O (-29.63595, -24.37610, -5.30708)  0.11
C (-30.37794, -23.60762, -4.63480)  -0.97
O (-31.07463, -22.71766, -5.13212)  -0.02
O (-30.30627, -23.85524, -3.43235)  -0.01
H (-29.34162, -24.58573, -4.41769)  0.06

Cartesian forces, eV/Å:
0.88 0.08 -2.37
0.94 -0.87 1.21
0.75 -0.19 1.49
-1.47 0.62 -1.26
-1.48 1.49 -1.94
-0.85 -0.59 1.49
0.18 1.22 -0.49
1.59 1.15 1.08
-0.28 -1.35 -1.34
-0.23 0.00 0.40
-0.17 0.35 0.31
-0.04 -0.64 -0.20
0.03 -0.30 0.38
-0.51 1.33 -0.17
-0.02 -0.73 0.09
-0.28 -0.33 -0.20
0.79 -0.80 0.12
0.47 0.43 0.47
-0.03 -0.69 0.31
0.38 -0.28 0.46
0.67 0.77 -0.65
-0.29 0.07 0.05
0.15 -0.35 0.15
0.01 -0.32 -0.06
-0.31 0.16 0.05
0.28 -0.51 0.16
-0.40 0.46 0.31
-0.44 -0.09 -0.41
-2.15 0.31 -1.38
-1.21 0.54 -1.19
1.80 2.07 1.70
2.41 -2.07 1.28
0.75 0.79 -1.03
-0.58 0.35 -0.11
0.09 -1.22 0.35
-2.32 0.88 0.28
-0.30 -0.27 0.33
0.34 -0.55 0.18
0.87 0.46 0.36
0.58 -0.11 -0.54
0.17 -0.07 1.26
-0.36 -0.45 -0.14
0.45 -0.28 0.08
-0.47 -0.23 0.58
-0.09 0.66 -0.77
-0.76 -0.29 -0.36
0.06 -0.19 0.35
0.39 0.50 -0.18
-0.08 -0.18 -0.28
0.08 -0.03 -0.09
0.26 -0.05 -0.16
0.29 -0.22 -0.65
0.52 0.12 0.13
-0.25 -0.53 -0.26
0.86 -0.16 -1.80
-1.52 0.68 0.75
0.27 0.21 1.17
-0.30 -1.83 -0.22
1.31 1.31 -1.85
-2.64 0.29 -1.68
0.96 -0.12 -0.64
1.23 -0.77 1.37
0.00 -0.04 2.03
-0.01 0.14 -0.15
-0.17 -0.11 0.60
0.12 0.12 -0.11
0.48 0.62 0.01
-0.34 0.45 0.52
-0.59 -0.54 0.14
0.40 0.13 0.57
0.23 0.45 0.31
0.03 -0.49 -0.48
0.20 -0.65 1.01
-0.27 -0.38 0.10
0.09 0.97 0.03
-0.28 0.21 -0.54
0.17 0.36 -0.03
0.72 -0.11 -0.19
-0.08 0.17 -0.30
-0.37 -0.47 0.38
-0.60 -0.25 -0.64
0.70 1.14 -0.07
1.02 -0.27 0.44
0.09 1.94 0.65
0.16 1.04 1.31
-0.14 0.38 -0.55
1.73 -0.12 -0.47
-1.81 -0.23 1.02
-0.05 0.04 -0.53
1.05 0.60 -0.68
-0.89 -0.11 0.42
-0.61 -0.14 -0.44
0.65 0.33 0.25
0.17 -0.71 -0.40
-1.04 -0.42 0.32
-0.19 -0.50 -0.28
0.11 0.11 0.07
-0.43 -0.07 -0.26
-0.88 -0.48 -0.25
-0.46 0.38 -0.64
-0.04 -0.78 -0.22
0.17 -0.52 0.29
0.70 -0.47 0.40
-0.34 0.14 0.30
0.02 -0.42 0.25
0.14 0.01 0.07
-0.08 0.11 -0.16
0.02 -0.90 -0.39
-0.65 -0.58 -1.25
-1.77 -0.45 -2.00
-0.25 -0.64 0.88
1.59 0.98 -1.31
-1.32 -0.17 0.35
-1.49 -2.22 1.38
0.43 0.65 0.48
1.02 0.06 -1.55
-0.53 0.13 1.13
0.23 0.13 0.24
0.60 -0.12 0.60
0.58 0.71 0.72
0.97 -0.20 0.46
-0.16 0.82 0.43
-0.01 -0.24 0.07
0.18 0.17 0.23
0.36 0.23 -0.31
-0.04 0.35 0.18
0.19 -0.44 -0.11
0.63 -0.31 0.32
-0.13 1.02 -0.32
0.16 0.08 0.07
-0.04 -0.13 0.13
-1.14 0.01 -0.10
0.09 -0.53 0.07
0.18 0.11 -0.58
0.44 0.71 0.10
-0.75 -0.30 0.71
1.27 1.39 -1.22
-1.66 -1.17 -0.42
0.81 2.29 -1.51
-0.04 -1.43 0.21
-1.32 -0.04 -1.44
-0.78 -1.10 0.13
1.03 1.09 1.62
0.45 -0.15 0.88
-0.76 -0.11 -0.15
0.07 -0.80 0.18
0.63 0.17 0.19
-0.17 -0.65 -0.46
0.27 -0.11 0.50
0.25 0.16 0.30
-0.11 0.26 -0.06
-0.07 -0.12 0.51
-0.19 -0.11 0.13
-0.02 0.26 0.36
0.31 1.04 0.27
-0.28 0.61 0.19
0.84 -0.15 0.00
-0.34 -0.23 -0.51
-0.01 0.29 0.21
-0.22 -0.43 -0.34
0.71 0.13 -0.71
-0.06 -0.49 0.23
-2.47 -1.88 0.49
4.27 2.31 -0.92
-0.86 2.63 0.57
0.18 -3.98 0.40
-1.02 0.55 -0.21
-1.73 1.61 0.10
2.04 0.66 -1.15
-0.27 1.35 -1.28
0.00 -3.98 1.86
-0.38 0.17 0.29
-0.64 1.90 -2.28
-0.87 -5.64 3.72
2.12 3.17 0.74
-0.07 0.00 -2.10
-0.22 0.84 -0.34
-0.64 -3.16 1.88
-4.79 11.72 4.27
-0.63 -0.93 -0.01
2.77 -1.45 -5.18
2.65 -6.41 -1.19
-0.42 0.24 -1.01
4.20 3.26 3.95
0.21 0.53 -1.00
-2.85 -4.72 -0.07
-1.27 0.28 -1.62
3.13 -2.50 -4.56
-5.12 5.13 1.01
-0.55 0.66 -1.45
0.34 -0.25 3.99
2.44 -2.89 0.96

* HOMO energy: -6.3 eV
* LUMO: -0.03893 Eh
* energy above the lowest of the compared OMol25 structures with the same formula, charge and spin: 475.2 kJ/mol
* HOMO-LUMO gap: 0.1918 Eh